# 1
# C5H12O2

C5H12O2 as an isolated structure (wB97M-V/def2-TZVPD, the OMol25 dataset).

```
! RIJCOSX wB97M-V def2-TZVPD def2/J DEFGRID3
* xyz 0 1
C 2.37 0.30 1.28
C 0.94 0.68 0.96
C 0.35 -0.15 -0.16
O 0.36 -1.53 0.08
C -1.21 0.27 -0.29
C -1.39 -0.05 -1.71
O -2.04 -0.57 0.41
H 2.43 -0.77 1.52
H 3.03 0.49 0.42
H 2.75 0.87 2.13
H 0.29 0.54 1.83
H 0.87 1.74 0.68
H 0.96 0.01 -1.08
H -0.49 -1.68 0.53
H -1.34 1.34 -0.05
H -1.05 -1.06 -1.96
H -2.88 -0.44 -1.61
H -1.06 0.72 -2.43
H -2.89 -0.70 -0.56
*
```

Output
- HOMO level (eV) = -9.97
- LUMO energy (eV) = 0.27
- energy above the lowest of the compared OMol25 structures with the same formula, charge and spin (kcal per mole) = 95.6

# 2
# C19H18N2O4S2

One molecule with the formula C19H18N2O4S2 (wB97M-V/def2-TZVPD, the OMol25 dataset).

```
! RIJCOSX wB97M-V def2-TZVPD def2/J DEFGRID3
* xyz 0 1
C 4.37 1.84 -6.28
H 4.63 2.77 -5.76
O 3.29 1.19 -5.66
C 3.44 0.77 -4.37
C 4.58 0.95 -3.60
C 4.63 0.47 -2.30
C 3.54 -0.19 -1.75
C 2.39 -0.37 -2.52
C 2.35 0.10 -3.81
H 1.47 -0.04 -4.42
H 1.54 -0.88 -2.10
N 3.57 -0.66 -0.43
S 2.89 -2.14 -0.01
O 3.59 -2.53 1.19
O 2.87 -3.04 -1.12
C 1.22 -1.70 0.42
C 1.00 -0.78 1.43
C -0.29 -0.44 1.79
C -1.37 -1.04 1.14
C -1.13 -1.97 0.12
C 0.16 -2.30 -0.24
H 0.37 -3.02 -1.01
H -1.97 -2.44 -0.39
N -2.70 -0.77 1.46
C -3.19 0.06 2.44
O -2.52 0.72 3.18
C -4.72 0.04 2.47
C -5.25 0.85 3.60
C -5.67 0.43 4.82
C -6.07 1.48 5.67
C -5.94 2.70 5.08
S -5.33 2.58 3.48
H -6.16 3.67 5.48
H -6.43 1.34 6.67
H -5.70 -0.61 5.11
H -5.08 0.43 1.51
H -5.06 -1.00 2.57
H -3.38 -1.27 0.90
H -0.48 0.27 2.57
H 1.84 -0.33 1.92
H 4.44 -0.51 0.06
H 5.52 0.61 -1.71
H 5.45 1.46 -3.99
H 4.04 2.07 -7.29
H 5.26 1.20 -6.33
*
```

Output
- HOMO level (eV) = -8.05
- LUMO energy (eV) = 0.35
- energy above the lowest of the compared OMol25 structures with the same formula, charge and spin (kcal per mole) = 31.9

# 3
# C4H11N2

A 2-piece molecular cluster, C4H11N2 overall (wB97M-V/def2-TZVPD, the OMol25 dataset).

```
! RIJCOSX wB97M-V def2-TZVPD def2/J DEFGRID3
* xyz 1 1
C -1.71 -0.11 -0.34
C -1.85 1.08 0.51
C 1.47 0.80 -0.85
C 0.99 -0.53 -0.36
N -2.27 -1.01 -0.92
N 1.29 -1.08 1.10
H -2.68 1.63 0.40
H -1.04 1.77 0.37
H -1.95 0.61 1.53
H 1.15 0.92 -1.90
H 2.48 1.21 -0.72
H 0.75 1.53 -0.37
H 1.24 -1.39 -1.02
H -2.06 -1.94 -1.35
H 0.88 -2.03 1.19
H 1.03 -0.29 1.62
H 2.30 -1.18 1.09
*
```

Output
- HOMO level (alpha / beta) (eV) = -11.30 / -11.47
- LUMO energy (alpha / beta) (eV) = -3.81 / -3.73
- energy above the lowest of the compared OMol25 structures with the same formula, charge and spin (kcal per mole) = 127.5

Asked for calculated total energy across the records above, the calculation gives -9470.988, -52835.447, -7295.421 eV in order.